Record 1
Entry from OMol25: 2 unconnected molecules or ions with the total composition C3H8O4 (wB97M-V/def2-TZVPD).

Positions of all 15 atoms, in Å:
O1 -0.78843 1.07925 0.81961
C1 -0.79694 1.79386 -0.15333
O2 -1.01816 3.11310 -0.05580
C2 -0.54559 1.32173 -1.55203
C3 -1.28141 0.03322 -1.89287
O3 -0.72604 -1.07530 -1.20614
H1 -1.32067 3.24499 0.85701
H2 0.52385 1.09802 -1.62796
H3 -0.73124 2.11792 -2.28467
H4 -1.11968 -0.12278 -2.96254
H5 -2.36239 0.09295 -1.75184
H6 -1.20091 -1.12562 -0.37108
H7 3.78054 -4.56477 3.73592
H8 3.53697 -3.36174 4.60546
O4 4.05010 -3.64483 3.84028

Forces on atoms 1 to 2 (eV/Å):
O -0.30 0.02 -0.08
C 0.24 -0.36 0.13

Results
SMILES: O=C(O)CCO.O
spin multiplicity: 1
charge: 0
HOMO-LUMO gap: 11.067 eV

***

Record 2
Entry from OMol25: a single C3H8O4 molecule (wB97M-V/def2-TZVPD).

Positions of all 15 atoms, in Å:
C1 -0.25036 1.01756 0.25318
C2 0.20010 -0.36998 0.30396
C3 1.15772 -0.92678 -0.71329
O1 -1.36812 -0.86135 -0.19937
O2 -2.21080 -0.86720 0.98405
O3 1.26366 1.38455 0.86893
O4 -0.37099 1.58748 -0.97922
H1 -2.28018 -1.82530 1.12364
H2 -1.31772 1.73118 -1.13740
H3 1.67515 1.82270 0.10650
H4 -0.95628 1.34845 1.00812
H5 0.26499 -0.79684 1.29930
H6 1.11465 -0.39184 -1.66386
H7 2.18090 -0.88507 -0.33404
H8 0.89728 -1.96756 -0.92048

Forces on atoms 1 to 2 (eV/Å):
C 4.77 0.93 1.71
C -4.15 -1.84 -1.31

Results
SMILES: C[C@H](OO)C(O)O
spin multiplicity: 1
charge: 0
HOMO-LUMO gap: 10.348 eV

***

Record 3
Entry from OMol25: a molecular structure, C3H8ORb (wB97M-V/def2-TZVPD).

Positions of all 13 atoms, in Å:
Rb1 -27.93493 -18.86307 5.53935
C1 -32.84855 -18.38203 6.32695
C2 -32.18246 -17.78113 5.11406
C3 -32.48260 -16.30646 4.97172
O1 -30.74537 -17.99729 5.15197
H1 -32.57601 -19.42873 6.45210
H2 -33.93379 -18.32289 6.23776
H3 -32.56815 -17.83127 7.23012
H4 -32.49719 -18.29941 4.20760
H5 -32.03508 -15.90043 4.06393
H6 -32.11395 -15.74019 5.83279
H7 -33.55869 -16.14742 4.90512
H8 -30.34147 -17.29930 5.67752

Forces on atoms 1 to 2 (eV/Å):
Rb -0.17 -0.12 -0.13
C 0.00 -0.06 0.23

Results
spin multiplicity: 1
charge: +1
HOMO-LUMO gap: 10.100 eV

***

Record 4
Entry from OMol25: a gas-phase ion, C3H8OS (charge -1) (wB97M-V/def2-TZVPD).

Positions of all 13 atoms, in Å:
C1 1.32738 0.07449 0.15911
O1 2.10676 -1.09098 -0.45340
C2 0.00709 -0.27305 0.74523
C3 -1.24870 0.22841 0.09893
S1 -1.22128 0.25094 -1.65570
H1 2.00288 0.42336 0.93394
H2 1.23890 0.81574 -0.63804
H3 1.57139 -1.51760 -1.16999
H4 -0.10056 -1.39644 0.85581
H5 0.06227 0.17516 1.74138
H6 -1.55516 1.24605 0.50854
H7 -2.13041 -0.33379 0.53274
H8 -2.06055 1.39771 -1.65853

Forces on atoms 1 to 2 (eV/Å):
C 1.79 -1.34 -1.97
O -1.43 0.68 0.15

Results
expectation value of S²: 0.7510
spin multiplicity: 2
charge: -1
HOMO-LUMO gap (alpha / beta): 2.962 / 8.273 eV

***

Record 5
Entry from OMol25: 2 unconnected molecules or ions with the total composition C3H8OS (wB97M-V/def2-TZVPD).

Positions of all 13 atoms, in Å:
C1 5.57341 0.36333 0.17355
S1 3.77832 0.22566 -0.11791
H1 5.85428 -0.05906 1.12325
H2 5.95747 1.39783 0.05897
H3 6.21045 -0.05221 -0.62303
H4 3.72383 1.56941 -0.04182
C2 -4.80768 -1.25551 0.40232
C3 -4.52942 -0.01346 -0.10568
O1 -3.35252 0.66414 -0.16442
H5 -5.28880 -1.43500 1.35175
H6 -5.21711 -1.91134 -0.39453
H7 -5.17979 0.31658 -0.95683
H8 -2.72244 0.18964 -0.70561

Forces on atoms 1 to 2 (eV/Å):
C 1.29 0.49 -1.12
S 0.76 0.86 -0.01

Results
SMILES: C=CO.CS
spin multiplicity: 1
charge: 0
HOMO-LUMO gap: 8.174 eV

***

Record 6
Entry from OMol25: a single C3H8OS molecule (wB97M-V/def2-TZVPD).

Positions of all 13 atoms, in Å:
C1 0.68305 -0.02831 0.59120
C2 -0.04679 0.31305 1.86959
C3 -0.01093 -0.56129 -1.91222
O1 0.03296 2.25291 -2.15211
S1 0.06126 0.80589 -0.67986
H1 1.72240 0.17709 0.49803
H2 0.20959 -0.21971 2.83201
H3 -0.04534 1.38339 2.04046
H4 -1.14622 0.10276 1.84991
H5 -0.97813 -0.97832 -1.98222
H6 0.21953 -0.24796 -2.92045
H7 0.64237 -1.32348 -1.47473
H8 -1.23749 1.02983 -0.03310

Forces on atoms 1 to 2 (eV/Å):
C -0.49 0.03 2.36
C -0.85 -0.62 1.56

Results
SMILES: CC=[S@H](C)=O
spin multiplicity: 1
charge: 0
HOMO-LUMO gap (alpha / beta): 8.537 / 7.698 eV

***

Record 7
Entry from OMol25: a molecular structure, C3H8OS (wB97M-V/def2-TZVPD).

Positions of all 13 atoms, in Å:
C1 -1.13117 0.72950 -0.16401
C2 -0.09934 -0.09064 -0.59455
C3 1.18248 0.16785 0.13063
H1 -0.83233 2.11628 0.44684
H2 -1.98902 0.91299 -0.99654
H3 -1.55622 0.35946 0.91602
H4 0.04813 -0.02260 -1.77485
H5 -1.23151 -1.41662 1.07314
H6 1.64695 1.20428 0.02725
H7 0.73382 0.06073 1.23976
H8 1.78353 -1.56419 0.06496
O1 2.20171 -0.83742 -0.24292
S1 -0.75702 -1.61963 -0.12573

Forces on atoms 1 to 2 (eV/Å):
C -6.06 7.39 3.99
C 3.11 0.10 -3.40

Results
spin multiplicity: 1
charge: 0
HOMO-LUMO gap: 10.006 eV

***

Record 8
Entry from OMol25: a single C3H8OS molecule (wB97M-V/def2-TZVPD).

Positions of all 13 atoms, in Å:
C1 0.45753 1.50468 0.40274
C2 -0.27995 -1.98267 0.34214
C3 -0.22202 0.29061 -0.12119
O1 0.51223 -0.85001 0.00010
S1 -0.56776 0.61067 -1.98227
H1 1.51459 1.38004 0.84512
H2 -0.11812 2.04789 1.17388
H3 0.70740 2.14631 -0.37925
H4 0.42959 -2.69382 0.28788
H5 -1.07360 -2.21049 -0.35376
H6 -0.55747 -1.97780 1.37309
H7 -1.23967 0.29438 0.42414
H8 0.43725 1.44022 -2.01263

Forces on atoms 1 to 2 (eV/Å):
C 2.40 0.64 2.39
C -0.07 1.59 -0.30

Results
SMILES: CO[C@@H](C)S
spin multiplicity: 1
charge: 0
HOMO-LUMO gap: 10.058 eV

***

Record 9
Entry from OMol25: 2 unconnected molecules or ions with the total composition C3H8OS (wB97M-V/def2-TZVPD).

Positions of all 13 atoms, in Å:
O1 -0.34442 2.75644 -1.10011
C1 -1.31524 2.12445 -1.39750
H1 -2.36614 2.80023 -1.23368
H2 -1.31438 1.01970 -1.75131
C2 0.07036 0.39775 1.46080
C3 0.66259 -0.48017 0.08538
S1 0.48217 -2.28555 0.48496
H3 -0.97163 0.15713 1.59774
H4 0.76306 -0.15266 2.15819
H5 0.26611 1.43876 1.10986
H6 1.78489 -0.25324 -0.09518
H7 0.12974 -0.14774 -0.80378
H8 0.24281 -2.59706 -0.83241

Forces on atoms 1 to 2 (eV/Å):
O 0.49 -0.88 -0.31
C -2.33 1.78 0.64

Results
SMILES: C=O.CCS
spin multiplicity: 1
charge: 0
HOMO-LUMO gap: 9.672 eV

***

Record 10
Entry from OMol25: 2 unconnected molecules or ions with the total composition C3H8OS2 (wB97M-V/def2-TZVPD).

Positions of all 14 atoms, in Å:
C1 -1.91389 0.63303 0.35565
S1 -2.18025 -1.01340 -0.61951
S2 -1.54976 -2.95925 -1.20596
H1 -1.92363 0.43282 1.42180
H2 -2.78107 1.22463 0.09121
H3 -0.95268 0.94364 -0.03245
H4 -1.07296 -3.34700 -0.00965
C2 1.93589 1.63611 0.05318
C3 1.82005 0.32536 0.27242
O1 2.02554 -0.53936 -0.77007
H5 1.80869 2.19606 0.96706
H6 1.98094 1.93877 -0.98121
H7 1.11963 -0.06044 1.01095
H8 1.68350 -1.41098 -0.55343

Forces on atoms 1 to 2 (eV/Å):
C 2.11 -1.84 0.17
S -3.49 0.63 -1.01

Results
SMILES: C=CO.CSS
spin multiplicity: 1
charge: 0
HOMO-LUMO gap: 7.181 eV

***

What are the energy relative to the best compared isomer or geometry (same formula, charge and spin) values for these records? In order: 45.2; 523.9; 26.0; 28.0; 392.4; 711.9; 370.0; 132.3; 217.0; 334.8 kJ/mol.
What are the F_max values for these records? In order: 0.013; 0.100; 0.013; 0.058; 0.073; 0.110; 0.201; 0.073; 0.097; 0.072 Eh/bohr.
What are the E_tot values for these records? In order: -420.074205; -419.891861; -218.227116; -592.453826; -592.368575; -592.246915; -592.377144; -592.467659; -592.435407; -990.583094 a.u..